Entry from the Open Molecules 2025 dataset: a structure of composition C17H25BN3O7RuS at a distorted geometry (wB97M-V/def2-TZVPD).

```
55
Properties=species:S:1:pos:R:3:forces:R:3:mulliken_charge:R:1
Ru 0.93141 -0.18271 0.15009 -1.054 -0.164 -1.156 0.831
O -1.15063 -2.23129 -2.68568 0.289 0.001 0.137 -0.684
C -0.58805 -1.21440 -2.33999 -0.029 -0.043 -0.043 -0.244
O 0.58621 -1.16546 -1.74600 -0.082 0.025 0.309 -0.499
C -1.21072 0.14575 -2.66017 0.277 -0.105 0.110 0.026
C -0.14428 1.23683 -2.69484 -0.293 0.268 -0.218 -0.377
C -0.74166 2.53890 -3.25107 -0.057 -0.016 0.257 -0.949
C -1.56275 3.05713 -2.03162 0.194 -0.055 -0.071 -1.018
C -1.38015 1.90810 -1.03914 -0.111 0.212 -0.466 -0.424
O 0.00415 1.54610 -1.28558 0.201 0.139 0.340 0.666
C -2.14189 0.67023 -1.52383 -0.002 -0.099 0.140 0.393
C -2.31675 -0.31098 -0.37640 0.028 -0.141 0.084 -0.433
O -3.42260 -0.74813 -0.13385 0.322 -0.009 0.245 -0.728
O -1.22153 -0.57073 0.29803 0.019 0.164 0.036 -0.227
H -1.73222 0.02281 -3.60533 -0.106 0.121 -0.019 0.567
H 0.81080 0.93586 -3.11207 0.050 -0.011 0.070 0.651
H 0.04086 3.23983 -3.53918 -0.029 0.017 -0.005 0.348
H -1.36711 2.33960 -4.11976 0.035 0.025 -0.029 0.404
H -1.13188 3.97446 -1.62738 -0.021 -0.006 -0.039 0.301
H -2.60997 3.24171 -2.26125 -0.017 -0.022 -0.001 0.442
H -1.52423 2.15420 0.00729 0.095 -0.023 0.083 0.612
H -3.14368 0.91449 -1.86596 0.034 0.065 -0.176 0.602
C 2.78756 2.50498 -0.84571 -0.025 0.029 0.010 -0.806
O 2.30348 1.84930 0.32835 0.036 -0.129 -0.034 -0.186
C 1.86662 2.75719 1.32996 0.089 0.127 -0.054 -0.557
C 1.36187 1.94935 2.48149 -0.110 -0.037 0.081 -0.626
O 0.21151 1.25396 2.02271 0.110 -0.425 0.039 0.146
C -0.45228 0.51286 3.07149 -0.088 0.135 -0.024 -1.069
H 3.66006 3.10985 -0.59551 0.044 -0.005 0.054 0.311
H 2.01017 3.13681 -1.27733 -0.044 -0.008 0.025 0.216
H 3.07169 1.73431 -1.55654 -0.003 -0.025 0.014 0.250
H 1.06722 3.38991 0.93432 -0.043 0.035 -0.061 0.266
H 2.69461 3.39271 1.65324 0.097 0.007 -0.057 0.427
H 1.10685 2.60472 3.31660 -0.063 0.023 0.060 0.433
H 2.12828 1.23888 2.80879 0.013 -0.030 0.085 0.322
H -0.86419 1.21390 3.79767 -0.002 0.086 -0.010 0.381
H 0.24353 -0.16230 3.56822 0.071 0.000 -0.015 0.391
H -1.24569 -0.06009 2.60189 0.008 -0.003 -0.043 0.224
S 3.34243 -0.87054 -0.62496 -0.143 -0.068 0.234 -0.351
C 3.13622 -2.45500 -1.23864 0.078 -0.073 -0.043 0.579
N 2.10939 -3.24575 -0.83391 0.107 -0.042 -0.172 0.311
C 1.85860 -4.44809 -1.36876 -0.133 0.027 0.179 0.079
C 2.70577 -4.94684 -2.31093 0.081 -0.076 -0.139 -0.681
C 3.80296 -4.14542 -2.63253 0.079 0.230 0.108 -0.037
N 4.01592 -2.94365 -2.12107 0.019 -0.163 -0.169 -0.566
H 1.46859 -2.86555 -0.14297 -0.095 -0.013 0.158 -0.051
H 0.98268 -4.96644 -1.00321 -0.016 0.078 0.005 0.458
H 2.53585 -5.90668 -2.77349 0.016 0.025 0.031 0.406
H 4.54822 -4.49507 -3.34069 -0.038 0.030 0.019 0.405
B -0.80330 -3.36287 2.98575 -0.394 -0.054 0.243 0.293
C 0.15820 -2.51286 2.12884 0.485 -0.008 -0.076 0.058
N 0.92286 -1.88806 1.50549 -0.109 -0.034 0.133 -0.943
H -1.89065 -2.83682 2.86883 0.057 -0.032 -0.059 -0.066
H -0.42723 -3.31099 4.13946 0.120 -0.003 -0.113 -0.122
H -0.79961 -4.48897 2.53594 0.054 0.055 0.002 -0.154
```
Forces are in eV/Å.

Calculated values
expectation value of S² = 8.759
2S+1 = 6
DFT total energy = -1871.5738 a.u.
LUMO (spin up / spin down) = -0.591 / -1.910 eV
charge = 0
energy relative to the best compared isomer or geometry (same formula, charge and spin) = 0.0 kJ/mol
HOMO (spin up / spin down) = -8.6 / -8.9 eV
gap between HOMO and LUMO (spin up / spin down) = 8.0 / 7.0 eV



Entry from the Open Molecules 2025 dataset: a structure of composition C17H25BiF5NO2P2S at a distorted geometry (wB97M-V/def2-TZVPD).

```
54
Properties=species:S:1:pos:R:3:forces:R:3:mulliken_charge:R:1
C 1.68363 -2.70549 -2.93289 0.229 0.207 -0.130 -1.230
C 1.01703 -2.09530 -1.82134 0.119 0.586 -0.189 1.003
N 1.09313 -0.71254 -1.70088 1.247 -1.891 -3.789 0.433
C 1.72565 0.04463 -2.63734 0.258 -0.969 -0.521 0.755
C 2.40558 -0.52783 -3.71199 -0.262 0.329 0.519 -0.917
C 2.37910 -1.93405 -3.84611 -0.299 -0.143 0.421 -0.295
C 0.34215 -2.84393 -0.81764 -0.707 -0.133 0.103 -1.306
P -0.64917 -1.95170 0.35857 -1.243 -6.990 -0.186 0.871
Bi 0.15859 0.20592 0.03367 -15.082 3.855 -6.441 0.564
P 1.13593 2.11533 -0.81517 3.750 4.932 -2.286 0.412
C 1.57227 1.55164 -2.53690 -0.350 0.284 0.118 -1.110
O 2.85641 -2.78180 0.68272 -0.383 -0.722 -0.598 -0.755
O 3.92767 -0.31824 0.31058 0.329 -0.659 0.627 -0.601
H 1.63410 -3.79362 -3.03715 0.004 0.412 0.054 0.414
H 2.91536 0.10624 -4.44178 -0.201 -0.221 0.286 0.445
H 2.89509 -2.41220 -4.68628 -0.221 0.190 0.357 0.390
C -2.45139 -2.23343 0.06742 0.095 0.428 -0.061 -1.272
C -0.39281 -2.70892 2.02210 0.104 0.324 -0.051 -1.312
H 2.46223 2.07249 -2.93043 -0.338 -0.226 0.250 0.477
H 0.71408 1.84932 -3.17102 0.326 -0.125 0.215 0.401
H 1.98056 -2.84651 0.18179 0.680 0.050 0.420 0.364
H 0.17633 -3.91405 -0.99913 0.248 0.356 0.011 0.258
C 0.13878 3.64099 -1.04540 -0.370 -0.109 0.093 -1.278
C 2.72085 2.68989 -0.08700 -0.010 -0.194 0.157 -1.162
H 0.95277 -0.09401 1.12583 3.712 -1.824 12.328 0.325
H 4.22712 -0.21692 1.23197 -0.057 0.013 -0.522 0.305
H 3.57207 -1.25200 0.31506 0.214 0.851 -0.043 0.341
H 3.37194 -3.52955 0.33095 -0.182 0.388 0.263 0.280
H -1.08945 0.51034 -0.91145 -2.926 0.577 -3.066 -0.118
H 1.52509 -0.06057 0.52872 12.780 -2.478 -0.646 -0.294
H -2.69583 -3.30853 0.12650 0.224 0.467 0.004 0.418
H -3.03355 -1.67878 0.82356 0.148 -0.198 -0.275 0.373
H -2.70378 -1.85162 -0.93443 0.022 -0.154 0.369 0.336
H -0.76143 -3.74994 2.04153 0.153 0.456 -0.122 0.387
H 0.68832 -2.70499 2.23696 -0.405 0.005 0.015 0.361
H -0.92632 -2.11415 2.78283 0.218 -0.229 -0.262 0.389
H 3.17350 3.49855 -0.68709 -0.285 -0.330 0.208 0.460
H 2.52837 3.05328 0.93708 0.071 -0.116 -0.389 0.332
H 3.38912 1.81199 -0.04376 -0.220 0.398 -0.024 0.220
H 0.68992 4.41634 -1.60512 -0.116 -0.474 0.118 0.411
H -0.79083 3.37811 -1.57573 0.266 0.164 0.180 0.357
H -0.13254 4.02333 -0.04711 0.125 -0.224 -0.399 0.363
F -6.40214 1.49454 3.26107 0.796 -0.041 -0.236 -0.301
C -5.08837 1.53392 2.92343 -0.255 0.071 -0.210 0.342
C -4.11351 1.53350 3.92250 0.489 0.014 0.351 0.426
F -4.47615 1.50416 5.22770 0.074 0.004 -0.815 -0.300
C -2.76052 1.59127 3.57749 -0.631 -0.248 -0.126 -0.057
F -1.82298 1.62226 4.55689 -0.837 -0.001 -0.696 -0.303
C -2.37761 1.64776 2.22546 1.537 0.803 0.105 0.755
S -0.63571 1.84621 1.86287 -2.514 2.675 2.733 -0.674
C -3.35723 1.65311 1.22449 -0.617 -0.211 0.753 -0.242
F -3.01464 1.75068 -0.08121 -0.254 0.062 0.547 -0.346
C -4.71183 1.58984 1.57469 0.032 0.038 -0.131 0.230
F -5.66499 1.60502 0.60991 0.517 -0.028 0.607 -0.323
```
Forces are in eV/Å.

Calculated values
DFT total energy = -2662.2221 a.u.
LUMO (spin up / spin down) = 0.144 / 0.143 eV
charge = 0
HOMO (spin up / spin down) = -4.6 / -4.6 eV
gap between HOMO and LUMO (spin up / spin down) = 4.8 / 4.8 eV